[1]
ORCA calculation (ωB97M-V with the def2-TZVPD basis set) on one molecule with the formula C17H28ClN3 at a distorted geometry.

## Properties
* LUMO level: 0.89 eV
* SMILES: CCN(CC)C[C@H](c1ccccc1Cl)N1CCN(C)CC1
* energy above the lowest of the compared OMol25 structures with the same formula, charge and spin: 0.0 kcal/mol

Last column: natural (NBO) charge in e.
Atoms and positions in Å:
C (-2.030, -1.759, 2.837)  -0.61
C (-0.596, -1.671, 3.281)  -0.21
N (0.038, -0.534, 2.568)  -0.49
C (0.830, 0.416, 3.398)  -0.20
C (2.215, -0.161, 3.747)  -0.63
C (0.460, -0.837, 1.177)  -0.22
C (0.196, 0.349, 0.160)  -0.07
C (-1.290, 0.712, 0.217)  0.07
C (-1.637, 1.950, 0.778)  -0.21
C (-2.971, 2.354, 0.919)  -0.22
C (-3.973, 1.555, 0.430)  -0.20
C (-3.651, 0.305, -0.140)  -0.22
C (-2.320, -0.133, -0.250)  -0.06
Cl (-2.019, -1.625, -1.094)  0.01
N (0.628, 0.141, -1.225)  -0.47
C (1.941, -0.503, -1.438)  -0.22
C (2.061, -1.005, -2.927)  -0.22
N (1.864, 0.142, -3.864)  -0.46
C (2.245, -0.063, -5.250)  -0.40
C (0.569, 0.817, -3.634)  -0.22
C (0.426, 1.275, -2.152)  -0.22
H (-2.074, -2.086, 1.790)  0.20
H (-2.604, -2.409, 3.490)  0.20
H (-2.472, -0.785, 2.865)  0.21
H (-0.560, -1.527, 4.353)  0.19
H (-0.084, -2.659, 3.152)  0.17
H (0.248, 0.703, 4.326)  0.20
H (0.922, 1.345, 2.853)  0.19
H (2.792, -0.395, 2.834)  0.20
H (2.120, -1.107, 4.337)  0.21
H (2.768, 0.593, 4.314)  0.21
H (1.526, -1.061, 1.226)  0.18
H (-0.038, -1.736, 0.852)  0.22
H (0.804, 1.197, 0.513)  0.16
H (-0.822, 2.540, 1.201)  0.21
H (-3.164, 3.300, 1.396)  0.22
H (-5.018, 1.815, 0.544)  0.22
H (-4.448, -0.340, -0.487)  0.22
H (2.709, 0.233, -1.271)  0.17
H (2.126, -1.347, -0.779)  0.21
H (1.288, -1.776, -3.133)  0.17
H (3.094, -1.420, -3.022)  0.20
H (2.016, 0.858, -5.828)  0.20
H (3.299, -0.278, -5.290)  0.20
H (1.708, -0.934, -5.652)  0.16
H (-0.197, 0.054, -3.867)  0.17
H (0.506, 1.689, -4.297)  0.20
H (-0.586, 1.732, -1.992)  0.22
H (1.156, 2.075, -1.962)  0.17


[2]
ORCA calculation (ωB97M-V with the def2-TZVPD basis set) on a 4-piece molecular cluster, C17H28FNO9 overall at a distorted geometry.

## Properties
* LUMO level: 0.58 eV
* SMILES: COCCCN(F)C(=O)O.O=C1CCCO1.O=C1CCCO1.O=C1CCCO1

Last column: natural (NBO) charge in e.
Atoms and positions in Å:
C (-1.050, 2.078, 1.002)  -0.26
O (-2.260, 1.342, 0.989)  -0.56
C (-2.146, 0.066, 0.369)  -0.07
C (-2.591, -1.041, 1.286)  -0.43
C (-1.588, -1.462, 2.349)  -0.26
N (-0.465, -2.177, 1.757)  -0.11
F (0.046, -3.062, 2.735)  -0.25
C (0.659, -1.339, 1.441)  0.87
O (1.181, -0.557, 2.194)  -0.56
O (1.103, -1.577, 0.191)  -0.65
H (-1.251, 3.121, 1.214)  0.19
H (-0.416, 1.696, 1.795)  0.20
H (-0.527, 2.028, 0.044)  0.15
H (-2.786, 0.062, -0.502)  0.20
H (-1.132, -0.078, 0.002)  0.16
H (-2.794, -1.920, 0.680)  0.22
H (-3.501, -0.740, 1.796)  0.22
H (-1.275, -0.638, 2.992)  0.21
H (-2.078, -2.183, 2.996)  0.23
H (1.708, -0.857, -0.022)  0.50
O (-2.473, -0.607, -2.502)  -0.58
C (-2.554, 0.323, -3.253)  0.80
C (-3.791, 1.107, -3.644)  -0.53
C (-3.317, 1.866, -4.885)  -0.43
C (-1.824, 2.011, -4.609)  -0.07
O (-1.472, 0.844, -3.850)  -0.48
H (-4.045, 1.777, -2.820)  0.24
H (-4.623, 0.437, -3.837)  0.24
H (-3.816, 2.819, -5.046)  0.22
H (-3.471, 1.250, -5.772)  0.21
H (-1.598, 2.893, -4.006)  0.18
H (-1.215, 2.034, -5.508)  0.21
O (1.750, 0.155, -5.089)  -0.56
C (2.189, -0.814, -4.552)  0.79
C (1.538, -1.691, -3.490)  -0.53
C (2.723, -2.485, -2.940)  -0.43
C (3.651, -2.535, -4.147)  -0.07
O (3.414, -1.312, -4.860)  -0.49
H (0.805, -2.335, -3.977)  0.24
H (1.042, -1.084, -2.738)  0.25
H (2.461, -3.470, -2.561)  0.23
H (3.200, -1.930, -2.131)  0.20
H (3.421, -3.370, -4.812)  0.18
H (4.704, -2.582, -3.877)  0.20
O (0.623, 2.045, 3.785)  -0.57
C (1.328, 1.730, 4.694)  0.80
C (1.425, 0.370, 5.348)  -0.53
C (2.155, 0.672, 6.656)  -0.43
C (2.986, 1.891, 6.267)  -0.07
O (2.205, 2.584, 5.277)  -0.49
H (2.001, -0.284, 4.693)  0.25
H (0.435, -0.049, 5.499)  0.24
H (2.756, -0.151, 7.036)  0.22
H (1.435, 0.947, 7.427)  0.21
H (3.941, 1.614, 5.817)  0.18
H (3.171, 2.568, 7.097)  0.20


[3]
ORCA calculation (ωB97M-V with the def2-TZVPD basis set) on C17H28GeIrN3OS as an isolated structure at a distorted geometry.

## Properties
* LUMO level: -7.39 eV
* total charge: +2
* energy above the lowest of the compared OMol25 structures with the same formula, charge and spin: 9.9 kcal/mol

Last column: natural (NBO) charge in e.
Atoms and positions in Å:
Ir (0.240, -1.025, -0.389)  0.82
C (-1.305, 3.426, -2.419)  -0.42
N (0.071, 3.022, -2.116)  -0.30
C (1.175, 3.849, -2.140)  -0.01
C (2.236, 3.118, -1.771)  -0.05
N (1.783, 1.813, -1.534)  -0.34
C (0.442, 1.794, -1.749)  0.26
S (-0.701, 0.521, -1.628)  0.15
C (2.638, 0.761, -1.129)  0.39
C (4.010, 0.929, -1.284)  -0.23
C (4.877, -0.041, -0.830)  -0.10
C (4.357, -1.185, -0.240)  -0.20
C (2.996, -1.309, -0.166)  0.04
N (2.127, -0.363, -0.605)  -0.43
H (-1.295, 4.477, -2.689)  0.25
H (-1.929, 3.277, -1.540)  0.24
H (-1.688, 2.844, -3.255)  0.24
H (1.101, 4.890, -2.402)  0.27
H (3.254, 3.419, -1.623)  0.26
H (4.404, 1.805, -1.773)  0.25
H (5.944, 0.091, -0.945)  0.26
H (4.991, -1.975, 0.134)  0.27
H (2.545, -2.204, 0.247)  0.23
C (-3.437, -3.438, -0.518)  -0.44
C (-2.404, -4.552, -0.697)  -0.43
C (-1.115, -3.871, -0.293)  -0.07
O (-1.263, -2.502, -0.800)  -0.59
C (-2.697, -2.202, -0.995)  -0.07
H (-3.719, -3.340, 0.531)  0.22
H (-4.341, -3.608, -1.098)  0.26
H (-2.354, -4.876, -1.736)  0.23
H (-2.609, -5.420, -0.074)  0.26
H (-0.222, -4.285, -0.757)  0.21
H (-0.993, -3.830, 0.791)  0.19
H (-2.824, -2.016, -2.061)  0.21
H (-2.932, -1.303, -0.427)  0.20
C (-0.528, 0.553, 4.312)  -1.08
Ge (-0.707, 0.810, 2.392)  1.61
C (0.321, 2.352, 1.769)  -1.08
C (-2.568, 0.855, 1.814)  -1.09
C (0.137, -0.822, 1.599)  -0.97
H (-0.967, 1.396, 4.845)  0.26
H (0.521, 0.481, 4.598)  0.24
H (-1.042, -0.353, 4.631)  0.25
H (-0.068, 3.263, 2.223)  0.26
H (0.261, 2.464, 0.686)  0.19
H (1.369, 2.257, 2.057)  0.24
H (-3.081, 1.702, 2.270)  0.26
H (-3.085, -0.052, 2.130)  0.24
H (-2.656, 0.952, 0.731)  0.22
H (-0.435, -1.697, 1.936)  0.22
H (1.163, -0.852, 1.988)  0.22


[4]
ORCA calculation (ωB97M-V with the def2-TZVPD basis set) on C17H28HfN4PS3 as an isolated structure.

## Properties
* LUMO level: -4.05 eV
* total charge: +1
* energy above the lowest of the compared OMol25 structures with the same formula, charge and spin: 6.9 kcal/mol

Last column: natural (NBO) charge in e.
Atoms and positions in Å:
Hf (-0.491, 0.183, 0.047)  1.51
C (1.471, 5.435, -2.036)  -0.62
C (1.335, 4.073, -2.698)  -0.22
N (1.948, 3.003, -1.920)  -0.56
C (1.404, 2.355, -0.889)  0.34
S (-0.301, 2.629, -0.520)  -0.23
N (2.228, 1.571, -0.209)  -0.43
N (1.576, 0.796, 0.702)  -0.38
C (2.105, 0.506, 1.834)  0.28
C (3.425, 1.035, 2.279)  -0.69
C (1.209, -0.259, 2.728)  0.19
C (1.653, -0.834, 3.908)  -0.22
C (0.733, -1.461, 4.737)  -0.12
C (-0.600, -1.495, 4.365)  -0.24
C (-0.962, -0.939, 3.150)  0.08
N (-0.082, -0.352, 2.334)  -0.55
H (1.013, 6.203, -2.660)  0.23
H (2.520, 5.697, -1.892)  0.21
H (0.976, 5.446, -1.065)  0.22
H (1.817, 4.065, -3.675)  0.21
H (0.288, 3.819, -2.856)  0.22
H (2.935, 2.829, -2.045)  0.41
H (3.562, 2.029, 1.857)  0.27
H (4.240, 0.415, 1.897)  0.26
H (3.497, 1.081, 3.361)  0.23
H (2.696, -0.783, 4.181)  0.24
H (1.056, -1.911, 5.666)  0.24
H (-1.354, -1.949, 4.992)  0.25
H (-1.989, -0.966, 2.806)  0.23
C (-2.485, 0.360, -4.009)  -0.65
C (-2.173, 0.079, -2.555)  -0.13
S (-0.502, -0.485, -2.318)  -0.24
C (-3.111, 0.162, -1.597)  -0.14
C (-4.548, 0.522, -1.859)  -0.65
S (-2.887, -0.200, 0.156)  -0.24
H (-1.576, 0.328, -4.604)  0.23
H (-2.943, 1.340, -4.143)  0.23
H (-3.172, -0.390, -4.404)  0.23
H (-4.755, 0.617, -2.923)  0.23
H (-4.810, 1.464, -1.374)  0.23
H (-5.201, -0.249, -1.449)  0.23
C (1.375, -3.282, 1.105)  -0.95
P (-0.064, -2.674, 0.156)  0.90
C (-1.449, -3.571, 0.930)  -0.94
C (0.115, -3.558, -1.422)  -0.94
H (1.424, -4.372, 1.094)  0.24
H (1.307, -2.953, 2.142)  0.23
H (2.297, -2.888, 0.675)  0.25
H (-1.283, -4.647, 0.848)  0.24
H (-2.380, -3.308, 0.430)  0.26
H (-1.537, -3.316, 1.985)  0.23
H (0.245, -4.625, -1.236)  0.24
H (0.975, -3.177, -1.973)  0.25
H (-0.770, -3.396, -2.034)  0.26